Computed, not measured: a 23-piece molecular cluster, C58H170N8O23 overall in a non-equilibrium geometry, with ωB97M-V/def2-TZVPD.

Results
Charge: 0
Electronic energy: -4479.9681 a.u.
LUMO level: 0.1 eV
Gap between HOMO and LUMO: 8.62 eV
Largest force on an atom: 3.46 eV/Å

Last column: Mulliken charge in e.
Geometry (Å):
C 0.55 -4.64 0.73  -0.854
C 0.78 -4.75 2.26  0.146
O 1.55 -5.97 2.44  -0.584
H -0.15 -5.45 0.51  0.262
H 1.41 -4.77 0.07  0.403
H 0.04 -3.71 0.46  0.069
H -0.20 -4.80 2.73  0.211
H 1.41 -3.94 2.61  0.006
H 1.95 -5.87 3.31  0.293
C -6.67 -2.60 1.93  -0.754
C -6.39 -3.94 2.66  -0.398
O -5.30 -4.55 2.01  -0.396
H -7.63 -2.29 2.34  0.449
H -6.89 -2.74 0.87  0.346
H -5.89 -1.84 2.04  -0.096
H -7.23 -4.64 2.62  0.316
H -6.09 -3.72 3.68  0.297
H -4.86 -5.15 2.61  0.244
C -4.09 -1.69 -1.25  -0.696
C -3.67 -0.49 -2.17  0.440
O -3.56 0.59 -1.27  1.280
H -3.29 -2.01 -0.59  0.028
H -4.29 -2.61 -1.80  0.458
H -5.00 -1.39 -0.72  -0.262
H -4.43 -0.44 -2.95  0.833
H -2.71 -0.76 -2.62  -0.759
H -2.99 0.33 -0.54  -0.745
C -2.84 -3.99 -4.28  0.657
C -2.92 -5.47 -4.69  -0.184
O -4.25 -5.90 -4.92  -0.610
H -3.23 -3.96 -3.27  -0.464
H -3.33 -3.27 -4.94  0.546
H -1.79 -3.70 -4.28  -0.577
H -2.49 -6.12 -3.93  0.075
H -2.22 -5.62 -5.51  0.145
H -4.52 -5.64 -5.80  0.359
C 0.44 -0.71 -0.29  -0.485
C -0.55 0.37 0.08  1.592
O -1.68 -0.29 0.50  0.551
H 0.48 -1.45 0.50  0.030
H 1.45 -0.37 -0.54  -0.773
H 0.07 -1.17 -1.21  0.445
H -0.69 1.09 -0.73  -0.048
H -0.20 0.99 0.92  -0.739
H -1.38 -0.83 1.23  -1.005
C 4.37 -1.83 3.96  -0.777
C 4.68 -0.47 4.64  0.667
O 5.97 -0.53 5.18  -0.595
H 5.12 -2.04 3.20  0.322
H 3.37 -1.88 3.54  0.032
H 4.59 -2.61 4.70  0.418
H 3.97 -0.19 5.42  0.170
H 4.53 0.34 3.93  -0.478
H 6.57 -0.07 4.59  0.370
C -1.73 3.86 -2.23  -0.202
C -2.44 3.49 -3.49  -0.378
O -3.72 4.07 -3.30  -0.712
H -2.13 3.10 -1.56  -0.190
H -1.89 4.89 -1.93  0.390
H -0.66 3.65 -2.29  -0.143
H -2.51 2.41 -3.63  0.184
H -2.01 3.88 -4.41  0.659
H -4.20 4.00 -4.13  0.260
C 3.69 -1.00 -3.05  0.981
C 4.92 -1.72 -3.68  -0.801
O 4.70 -2.22 -4.98  -0.540
H 3.92 -0.67 -2.04  -0.004
H 2.79 -1.60 -3.13  -0.224
H 3.52 -0.12 -3.67  -0.388
H 5.10 -2.48 -2.92  0.092
H 5.78 -1.04 -3.59  0.225
H 4.68 -1.48 -5.60  0.684
C -1.34 -0.74 -5.15  -0.928
C -0.64 0.38 -4.40  0.317
O 0.76 0.22 -4.33  1.036
H -1.01 -0.72 -6.19  0.390
H -2.41 -0.58 -5.13  0.561
H -1.03 -1.70 -4.73  -0.237
H -0.95 0.36 -3.35  -0.584
H -0.87 1.43 -4.60  0.450
H 1.07 0.88 -3.70  -0.714
C -3.26 -5.83 -0.60  0.170
C -3.75 -7.10 -1.29  -0.523
O -4.86 -6.67 -1.99  -0.549
H -2.33 -5.98 -0.04  0.112
H -4.05 -5.51 0.09  -0.023
H -3.17 -4.91 -1.17  -0.015
H -4.09 -7.88 -0.62  0.322
H -3.00 -7.55 -1.94  0.300
H -4.67 -6.58 -2.92  0.306
C 5.46 3.71 2.37  -0.620
C 4.33 4.68 1.95  -0.504
O 3.04 4.08 1.92  -0.618
H 5.18 3.08 3.22  -0.066
H 6.38 4.18 2.72  0.451
H 5.73 3.12 1.49  -0.006
H 4.51 5.08 0.96  0.353
H 4.15 5.48 2.67  0.351
H 2.41 4.78 1.75  0.355
C 1.08 -0.20 3.98  -1.237
C -0.40 0.19 4.04  3.257
C -1.24 -1.05 4.16  -1.533
O -1.09 -1.84 2.98  0.281
C -2.19 -2.67 2.71  -1.345
N -0.73 1.23 5.01  -0.633
H 1.18 -0.83 3.10  0.117
H 1.29 -0.87 4.82  0.678
H 1.79 0.63 3.98  -0.161
H -0.63 0.66 3.08  -1.061
H -2.27 -0.72 4.28  -0.048
H -1.00 -1.59 5.08  0.397
H -3.10 -2.07 2.75  0.443
H -2.26 -3.40 3.52  0.408
H -2.28 -3.16 1.74  0.095
H -0.39 1.02 5.94  0.570
H -0.08 1.98 4.81  -0.564
C 1.03 0.18 -7.81  -1.432
C 2.36 -0.56 -7.38  0.269
C 3.50 0.51 -6.94  0.184
O 4.71 -0.23 -6.63  -0.520
C 5.86 0.58 -6.32  -0.923
N 1.97 -1.49 -6.31  0.329
H 0.32 -0.58 -8.12  0.376
H 1.22 0.83 -8.66  0.511
H 0.71 0.74 -6.93  -0.014
H 2.69 -1.13 -8.24  0.585
H 3.17 1.01 -6.03  -0.514
H 3.71 1.27 -7.69  0.521
H 6.62 -0.05 -5.86  0.348
H 5.69 1.43 -5.65  0.291
H 6.37 0.94 -7.21  0.313
H 2.74 -2.01 -5.91  0.237
H 1.56 -0.97 -5.55  -0.508
C 1.67 -5.03 -8.06  -1.270
C 0.64 -4.92 -6.93  0.446
C 1.29 -5.13 -5.60  -1.011
O 0.36 -4.70 -4.55  0.016
C 0.91 -4.83 -3.24  -0.692
N 0.06 -3.60 -7.01  -0.662
H 2.45 -5.78 -7.90  0.354
H 2.18 -4.08 -8.17  0.187
H 1.17 -5.12 -9.02  0.346
H -0.16 -5.66 -7.00  0.340
H 2.26 -4.64 -5.58  0.377
H 1.51 -6.20 -5.54  0.447
H 1.45 -5.76 -3.09  0.416
H 0.10 -4.63 -2.54  0.193
H 1.65 -4.04 -3.10  0.095
H -0.37 -3.55 -6.09  0.198
H 0.85 -2.99 -6.91  0.326
C -2.80 2.72 1.49  0.360
C -3.63 2.76 2.80  -0.222
C -4.39 1.54 3.15  0.608
O -5.35 1.66 4.27  -0.455
C -5.49 0.43 4.94  -0.606
N -2.66 3.16 3.79  0.069
H -2.25 3.63 1.24  0.197
H -3.47 2.63 0.63  -0.649
H -2.15 1.85 1.58  -0.359
H -4.29 3.63 2.79  0.444
H -3.65 0.77 3.41  -1.062
H -4.90 1.16 2.27  0.622
H -6.19 0.54 5.77  0.357
H -4.57 0.05 5.39  0.247
H -5.95 -0.35 4.33  0.180
H -1.96 2.45 3.93  -0.258
H -3.15 3.20 4.67  0.340
C -0.40 7.90 3.34  -1.648
C -0.86 6.56 3.86  1.859
C -2.05 6.80 4.83  -1.210
O -1.70 7.36 6.04  -0.338
C -2.79 7.82 6.74  -0.825
N -1.25 5.80 2.68  -0.081
H 0.62 7.93 2.95  0.407
H -0.22 8.57 4.18  0.464
H -0.97 8.34 2.52  0.345
H -0.04 6.06 4.37  -1.042
H -2.52 5.82 4.95  0.373
H -2.78 7.42 4.31  0.624
H -3.33 8.53 6.12  0.349
H -2.44 8.33 7.63  0.264
H -3.52 7.03 6.90  0.316
H -1.71 4.95 2.97  -0.438
H -1.95 6.28 2.15  0.394
C -7.53 0.85 -1.44  -1.318
C -6.89 2.23 -1.86  0.389
C -6.29 3.04 -0.63  0.121
O -7.31 3.24 0.29  -0.376
C -7.13 4.30 1.17  -0.276
N -5.78 1.98 -2.77  -0.706
H -8.41 1.08 -0.84  0.429
H -6.87 0.26 -0.80  0.133
H -7.90 0.27 -2.29  0.379
H -7.68 2.86 -2.27  0.387
H -5.85 4.00 -0.89  0.492
H -5.54 2.46 -0.10  -0.436
H -7.99 4.30 1.84  0.289
H -7.21 5.27 0.69  0.366
H -6.22 4.18 1.76  -0.084
H -5.17 2.78 -2.73  0.372
H -5.29 1.21 -2.34  -0.220
C 0.58 3.99 6.35  -1.605
C 1.67 3.88 5.26  0.436
C 2.86 3.00 5.72  -0.219
O 3.43 3.55 6.97  -0.516
C 4.23 4.67 6.84  -0.647
N 1.12 3.27 4.06  1.771
H 0.85 4.68 7.15  0.315
H 0.31 3.01 6.73  0.426
H -0.34 4.32 5.86  0.266
H 2.01 4.89 5.02  0.965
H 3.58 2.87 4.91  -0.015
H 2.37 2.05 5.93  0.086
H 5.11 4.51 6.21  0.251
H 4.69 4.88 7.80  0.302
H 3.65 5.50 6.46  0.268
H 1.78 3.25 3.30  -0.883
H 0.47 3.97 3.72  -0.838
C 5.42 -6.92 3.30  -1.414
C 5.07 -6.77 1.83  0.392
C 4.95 -5.27 1.39  -0.095
O 4.75 -5.31 -0.04  -0.399
C 4.71 -4.03 -0.70  -0.839
N 6.21 -7.44 1.13  -0.841
H 5.35 -7.99 3.52  0.391
H 4.61 -6.47 3.87  0.312
H 6.39 -6.55 3.63  0.348
H 4.18 -7.34 1.58  0.293
H 5.87 -4.71 1.54  0.348
H 4.10 -4.78 1.86  -0.098
H 3.95 -3.31 -0.40  0.225
H 4.42 -4.31 -1.71  0.348
H 5.70 -3.59 -0.74  0.443
H 6.08 -7.27 0.14  0.310
H 7.02 -6.88 1.34  0.290
C 2.45 2.57 -3.07  -0.817
O 1.74 1.81 -2.10  1.369
H 2.36 2.16 -4.08  0.017
H 2.03 3.58 -3.13  0.323
H 3.50 2.46 -2.82  0.073
H 2.27 1.97 -1.31  -0.720
C 0.66 4.96 0.11  -0.875
O 1.07 5.75 1.19  -0.856
H -0.09 5.49 -0.48  0.461
H 1.40 4.85 -0.69  0.385
H 0.19 3.99 0.28  0.150
H 0.35 5.81 1.82  0.617
C 6.00 1.78 -1.42  -0.195
O 6.77 2.82 -0.76  -0.572
H 6.37 0.78 -1.18  0.292
H 4.95 1.79 -1.13  -0.188
H 6.05 1.93 -2.50  0.357
H 6.63 3.68 -1.18  0.278
C 3.19 1.02 1.22  -0.944
O 2.90 2.04 0.35  0.623
H 4.02 1.35 1.84  0.366
H 2.35 0.82 1.89  -0.287
H 3.54 0.09 0.77  0.397
H 2.81 2.80 0.92  -0.187

***

Computed, not measured: a 5-piece molecular cluster, C58H38BIO8 overall in a non-equilibrium geometry, with ωB97M-V/def2-TZVPD.

Results
Charge: 0
Electronic energy: -3157.5495 a.u.
LUMO level: -1.3 eV
Gap between HOMO and LUMO: 8.05 eV
Largest force on an atom: 2.59 eV/Å

Last column: Mulliken charge in e.
Geometry (Å):
O -3.18 -2.80 1.08  -0.657
C -2.63 -1.72 1.27  0.471
C -1.37 -1.39 0.57  0.290
C -0.82 -2.31 -0.33  -0.627
C 0.35 -1.99 -1.02  -0.531
C 0.97 -0.75 -0.82  -0.437
C 0.43 0.16 0.09  -0.767
C -0.74 -0.17 0.79  0.471
C -1.30 0.80 1.76  0.241
O -0.72 1.85 2.00  -0.684
C -2.57 0.48 2.45  0.510
C -3.12 1.40 3.34  -0.472
C -4.34 1.12 3.97  -0.601
C -5.00 -0.08 3.70  -0.586
C -4.45 -1.00 2.82  -0.624
C -3.22 -0.73 2.19  0.408
H -1.29 -3.27 -0.49  0.492
H 0.78 -2.70 -1.72  0.426
H 1.87 -0.50 -1.37  0.451
H 0.91 1.12 0.25  0.422
H -2.61 2.34 3.56  0.464
H -4.77 1.84 4.66  0.397
H -5.96 -0.29 4.18  0.440
H -4.97 -1.94 2.61  0.504
O 5.74 5.95 4.26  -0.685
C 5.19 5.04 3.66  0.637
C 3.87 4.55 4.09  0.343
C 3.23 5.14 5.19  -0.624
C 1.96 4.71 5.57  -0.493
C 1.33 3.69 4.87  -0.517
C 1.97 3.08 3.79  -0.527
C 3.24 3.51 3.40  0.090
C 3.92 2.85 2.27  0.411
O 3.40 1.90 1.70  -0.702
C 5.24 3.35 1.83  0.168
C 5.87 2.76 0.73  -0.346
C 7.10 3.25 0.28  -0.334
C 7.69 4.33 0.92  -0.712
C 7.07 4.92 2.03  -0.609
C 5.84 4.42 2.48  0.406
H 3.72 5.95 5.74  0.452
H 1.47 5.18 6.42  0.384
H 0.33 3.36 5.17  0.432
H 1.47 2.28 3.25  0.496
H 5.41 1.91 0.22  0.437
H 7.59 2.79 -0.58  0.444
H 8.64 4.72 0.57  0.398
H 7.54 5.76 2.53  0.454
O 9.20 0.77 -2.97  -0.689
C 8.65 -0.14 -3.57  0.557
C 7.33 -0.64 -3.14  0.173
C 6.69 -0.04 -2.04  -0.446
C 5.42 -0.47 -1.66  -0.506
C 4.79 -1.50 -2.36  -0.459
C 5.43 -2.10 -3.44  -0.817
C 6.70 -1.68 -3.83  0.435
C 7.38 -2.34 -4.96  0.610
O 6.85 -3.29 -5.53  -0.675
C 8.69 -1.83 -5.41  0.120
C 9.33 -2.43 -6.50  -0.550
C 10.56 -1.93 -6.95  -0.449
C 11.15 -0.85 -6.31  -0.486
C 10.53 -0.26 -5.20  -0.470
C 9.30 -0.76 -4.75  0.151
H 7.18 0.76 -1.49  0.394
H 4.92 -0.01 -0.81  0.533
H 3.79 -1.83 -2.06  0.430
H 4.93 -2.91 -3.98  0.451
H 8.87 -3.27 -7.01  0.450
H 11.05 -2.39 -7.81  0.390
H 12.10 -0.46 -6.66  0.391
H 11.00 0.58 -4.70  0.450
O -10.10 1.60 1.28  -0.675
C -9.74 1.11 0.21  0.563
C -8.30 1.01 -0.12  0.236
C -7.35 1.46 0.81  -0.812
C -5.99 1.34 0.52  -0.364
C -5.58 0.76 -0.68  -0.463
C -6.53 0.33 -1.61  -0.777
C -7.89 0.46 -1.33  0.262
C -8.89 0.02 -2.33  0.611
O -8.53 -0.41 -3.41  -0.675
C -10.32 0.10 -1.99  0.181
C -11.27 -0.35 -2.92  -0.561
C -12.63 -0.31 -2.60  -0.452
C -13.04 0.18 -1.35  -0.465
C -12.10 0.64 -0.44  -0.542
C -10.73 0.61 -0.76  0.200
H -7.66 1.90 1.75  0.481
H -5.25 1.68 1.25  0.594
H -4.52 0.65 -0.89  0.519
H -6.20 -0.11 -2.55  0.461
H -10.96 -0.73 -3.88  0.451
H -13.37 -0.66 -3.31  0.390
H -14.10 0.20 -1.10  0.393
H -12.43 1.02 0.53  0.447
C -4.12 -6.26 2.04  -0.748
C -2.49 -6.48 1.98  -0.122
B -1.98 -8.00 2.33  0.131
I -1.13 -8.38 4.35  -0.092
H -4.32 -5.13 1.70  0.133
H -4.55 -6.35 3.12  0.274
H -4.73 -6.92 1.29  0.290
H -2.02 -5.74 2.79  0.109
H -2.08 -6.19 0.92  0.078
H -2.00 -8.92 1.59  -0.045

***

Computed, not measured: C58H38BrF5N9O3W as an isolated structure in a non-equilibrium geometry, with ωB97M-V/def2-TZVPD.

Results
Charge: +1
Electronic energy: -6091.7709 a.u.
LUMO level (alpha / beta): -4.7 / -4.7 eV
Gap between HOMO and LUMO (alpha / beta): 5.56 / 5.56 eV
Largest force on an atom: 1.14 eV/Å

Last column: Mulliken charge in e.
Geometry (Å):
W -1.00 0.67 1.25  0.159
O -0.55 4.43 -1.13  -0.751
C -0.91 3.98 -2.36  0.685
C -0.85 4.88 -3.42  -0.838
C -1.19 4.48 -4.70  -0.426
C -1.60 3.17 -4.94  -0.939
C -1.65 2.28 -3.89  -0.577
C -1.33 2.66 -2.59  -0.442
C -1.38 1.61 -1.51  0.963
O -0.71 1.94 -0.34  -0.204
N -2.76 1.26 -1.11  -0.512
N -2.89 0.98 0.28  0.122
C -2.84 2.09 1.07  -0.619
C -3.79 2.23 2.22  -0.932
Br -3.06 3.05 3.80  -0.087
C -5.10 2.00 2.30  -0.944
C -6.16 1.69 1.31  0.960
C -7.44 1.49 1.84  -0.725
C -8.55 1.31 1.03  -0.727
C -8.40 1.35 -0.35  -0.388
C -7.14 1.55 -0.90  -0.913
C -6.03 1.72 -0.08  0.119
H -0.46 3.66 -0.56  0.206
H -0.51 5.89 -3.21  0.479
H -1.12 5.18 -5.52  0.396
H -1.85 2.85 -5.94  0.412
H -1.96 1.25 -4.07  0.360
H -0.93 0.72 -1.96  -0.060
H -3.09 0.45 -1.62  0.423
H -2.66 3.03 0.56  1.400
H -5.51 2.15 3.29  0.319
H -7.57 1.46 2.92  0.339
H -9.52 1.15 1.47  0.392
H -9.26 1.24 -1.00  0.390
H -7.02 1.59 -1.97  0.427
H -5.07 1.88 -0.53  0.422
N 6.75 1.52 8.11  -0.489
C 5.89 1.38 7.37  -0.209
C 4.81 1.21 6.42  0.567
C 5.09 0.77 5.13  -0.945
C 4.06 0.63 4.21  -0.117
C 2.76 0.95 4.57  -0.858
C 2.48 1.39 5.86  -0.009
C 3.50 1.52 6.79  -0.970
C 1.64 0.83 3.58  2.343
C 1.02 2.03 3.19  -1.011
C 1.49 3.31 3.51  -0.348
C 0.71 4.24 2.82  -2.105
C -0.22 3.50 2.12  -0.558
N -0.07 2.17 2.32  1.404
C 1.30 -0.44 3.16  -0.413
C 1.91 -1.65 3.57  -0.722
C 1.18 -2.68 3.01  -1.938
C 0.14 -2.07 2.29  -0.667
N 0.20 -0.74 2.35  1.880
H 6.11 0.53 4.86  0.466
H 4.28 0.28 3.21  0.516
H 1.46 1.62 6.14  0.590
H 3.29 1.85 7.79  0.481
H 2.34 3.53 4.15  0.736
H 0.80 5.31 2.82  0.535
H -1.00 3.90 1.49  0.674
H 2.76 -1.74 4.22  0.710
H 1.35 -3.74 3.11  0.529
H -0.66 -2.58 1.78  0.590
C 6.95 -5.08 -8.53  -0.855
O 5.71 -5.58 -8.06  -0.457
C 5.11 -4.93 -7.04  0.923
C 3.92 -5.48 -6.58  -0.708
C 3.24 -4.89 -5.54  -0.521
C 3.72 -3.72 -4.94  0.185
C 4.91 -3.18 -5.41  -0.801
C 5.60 -3.77 -6.45  -0.472
C 3.01 -3.06 -3.85  0.327
N 3.47 -2.05 -3.14  -0.836
C 2.47 -1.73 -2.27  0.798
C 1.38 -2.55 -2.44  -0.154
N 1.74 -3.39 -3.47  -0.071
C 0.16 -2.37 -1.74  0.492
C -1.00 -3.13 -1.94  -0.738
C -2.15 -2.78 -1.28  -1.539
C -2.13 -1.69 -0.42  -0.239
N -1.04 -0.99 -0.16  0.936
C 0.11 -1.31 -0.81  0.072
C 1.26 -0.48 -0.58  0.141
N 1.14 0.52 0.32  0.739
C 2.14 1.37 0.45  -0.275
C 3.35 1.25 -0.24  -1.580
C 3.51 0.21 -1.11  -0.422
C 2.44 -0.67 -1.31  0.160
H 7.29 -5.77 -9.29  0.243
H 7.69 -5.04 -7.73  0.352
H 6.84 -4.09 -8.97  0.351
H 3.55 -6.39 -7.05  0.431
H 2.32 -5.36 -5.19  0.237
H 5.28 -2.27 -4.95  0.436
H 6.52 -3.31 -6.81  0.405
H 1.18 -4.12 -3.87  0.183
H -0.99 -3.98 -2.61  0.503
H -3.07 -3.32 -1.43  0.580
H -3.03 -1.38 0.10  0.469
H 1.99 2.22 1.11  0.373
H 4.13 1.98 -0.06  0.609
H 4.43 0.06 -1.68  0.642
F -4.22 -1.04 1.47  -0.531
C -3.63 -0.90 2.67  0.672
C -2.39 -0.26 2.82  -0.286
C -2.02 -0.19 4.16  0.191
F -0.92 0.47 4.55  -0.084
C -2.72 -0.72 5.22  0.272
F -2.26 -0.61 6.46  -0.317
C -3.92 -1.36 4.99  0.703
F -4.63 -1.87 5.98  -0.302
C -4.38 -1.43 3.69  0.537
F -5.55 -2.01 3.43  -0.328